# C9H15NS

The molecule C9H15NS (ωB97M-V/def2-TZVPD, OMol25).

Gap between HOMO and LUMO = 9.6772 eV
Energy relative to the best compared isomer or geometry (same formula, charge and spin) = 30.3 kcal/mol
SMILES = CC(C)(S)/N=C1/C=CCCC1

ORCA input file:
```
! RIJCOSX wB97M-V def2-TZVPD def2/J DEFGRID3
* xyz 0 1
C -2.24957 -0.42184 1.34142
C -1.96171 -0.30566 -0.08946
C -2.87101 -1.20980 -0.88068
S -2.29580 1.52349 -0.57978
N -0.61784 -0.82478 -0.32948
C 0.56123 -0.42156 0.00227
C 1.63259 -1.29373 -0.45855
C 2.87277 -0.84946 -0.44714
C 3.24288 0.57544 -0.14329
C 2.11058 1.46540 -0.28359
C 1.00384 0.84492 0.71471
H -1.41689 -0.28578 1.93161
H -2.70053 -1.34634 1.74104
H -2.94146 0.28866 1.50745
H -2.78751 -0.99260 -2.02010
H -2.42324 -2.20673 -0.79018
H -3.98914 -1.04948 -0.59778
H -1.26923 1.64072 -1.37045
H 1.30535 -2.28146 -0.71726
H 3.65853 -1.37944 -0.97670
H 3.65889 0.63911 0.95983
H 4.03315 0.90416 -0.89339
H 2.31354 2.45380 0.00355
H 1.56119 1.32560 -1.30495
H 0.18878 1.52579 0.85930
H 1.43596 0.62260 1.73087
*
```

***

# C9H15O3PSi

A cluster of 2 separate species, C9H15O3PSi in total (ωB97M-V/def2-TZVPD, OMol25).

Gap between HOMO and LUMO (spin up / spin down) = 5.6710 / 5.6622 eV
Energy relative to the best compared isomer or geometry (same formula, charge and spin) = 80.3 kcal/mol

ORCA input file:
```
! RIJCOSX wB97M-V def2-TZVPD def2/J DEFGRID3
* xyz -2 1
C -1.91841 -1.27381 2.50465
C -2.45356 -1.39421 -1.86859
C 2.76396 0.09461 2.27682
C -1.51985 -0.02123 2.19348
C -1.62244 -0.37119 -2.19051
C 2.58647 -0.15660 0.94832
C -2.11053 0.88117 1.31363
C -0.19625 -0.40394 -2.21652
C 1.40284 -0.68253 0.26874
O 2.29006 3.33637 -1.01289
O 0.97892 2.58122 -3.07721
O 2.81534 1.08940 -2.09671
Si 0.43706 0.79202 -0.64789
P 1.81569 2.22076 -1.88046
H -1.56115 -1.77198 3.47887
H -2.81686 -1.58410 1.94586
H -3.50274 -1.09268 -1.69833
H -2.00082 -2.28021 -1.32927
H 3.44098 0.85338 2.66552
H 1.90673 -0.34789 2.90808
H -0.55720 0.19894 2.65799
H -1.96979 0.65527 -2.55988
H 3.36050 0.15298 0.14134
H -1.56712 1.81034 1.23749
H -3.00269 0.66609 0.72567
H 0.26010 0.06852 -3.08508
H 0.18827 -1.30439 -1.92650
H 0.90703 -1.29751 0.93477
H 1.64547 -1.41878 -0.61141
*
```

***

# C9H15O3PSi

A cluster of 2 separate species, C9H15O3PSi in total (ωB97M-V/def2-TZVPD, OMol25).

Gap between HOMO and LUMO (spin up / spin down) = 6.1272 / 6.1263 eV
Energy relative to the best compared isomer or geometry (same formula, charge and spin) = 28.4 kcal/mol

ORCA input file:
```
! RIJCOSX wB97M-V def2-TZVPD def2/J DEFGRID3
* xyz -2 1
C 2.29359 -3.17816 1.64973
C 0.12301 -1.36156 -3.03796
C 0.25398 3.56400 0.15247
C 2.19009 -2.05001 0.90578
C -0.65836 -0.53190 -2.36192
C 0.23312 2.55933 1.02413
C 1.75504 -0.79173 1.33437
C -0.19855 0.43529 -1.35092
C -0.91216 1.68967 1.29566
O -3.65466 -0.38129 1.60238
O -3.27592 -1.86035 -0.45591
O -3.19350 0.68818 -0.67374
Si -0.82341 -0.10172 0.43640
P -3.11318 -0.53346 0.21385
H 2.58772 -4.12492 1.22206
H 2.01852 -3.18766 2.69284
H -0.27060 -2.08041 -3.74025
H 1.19308 -1.38070 -2.88774
H 1.14655 4.13769 -0.05587
H -0.62434 3.83504 -0.41054
H 2.46363 -2.12677 -0.14584
H -1.72792 -0.55820 -2.50979
H 1.14186 2.31555 1.56398
H 2.05927 0.08001 0.77854
H 1.60483 -0.62692 2.39098
H -0.63862 1.41652 -1.55470
H 0.89091 0.52632 -1.36016
H -1.84156 2.11412 0.91589
H -1.02243 1.51403 2.36627
*
```

***

# C9H15O5P

The molecule C9H15O5P (ωB97M-V/def2-TZVPD, OMol25).

Gap between HOMO and LUMO = 9.8640 eV
SMILES = COC1=C(P(=O)(OC)OC)C(=O)C1(C)C

ORCA input file:
```
! RIJCOSX wB97M-V def2-TZVPD def2/J DEFGRID3
* xyz 0 1
C 0.22875 2.70677 -0.81766
O 1.37052 2.01322 -0.30526
C 1.19228 0.74689 -0.21648
C 0.02639 -0.23683 -0.28462
P -1.69672 0.02036 -0.49599
O -2.20257 0.88517 -1.57739
O -2.43833 -1.44462 -0.51414
C -2.30207 -2.43069 0.51894
O -2.15165 0.56785 1.07006
C -3.46575 1.08704 0.93213
C 1.02269 -1.35279 -0.22081
O 1.05213 -2.55143 -0.36525
C 2.21619 -0.37470 -0.12395
C 3.17224 -0.64302 -1.26495
C 2.92975 -0.30592 1.20151
H -0.02522 2.67984 -1.91046
H 0.21400 3.71245 -0.45519
H -0.63532 2.32407 -0.13333
H -3.27109 -3.05748 0.33429
H -2.26590 -1.95230 1.64742
H -1.32486 -2.97887 0.47156
H -3.98126 0.45258 0.12527
H -3.46166 2.07933 0.40929
H -4.05474 1.02962 1.97655
H 3.30739 -1.73247 -1.17215
H 4.11561 -0.09926 -1.21976
H 2.72520 -0.51646 -2.16178
H 3.42677 -1.27359 1.52298
H 2.40604 0.23302 1.99118
H 3.87117 0.41219 1.03799
*
```

***

# C9H15O7Rb

A structure of composition C9H15O7Rb (ωB97M-V/def2-TZVPD, OMol25).

Gap between HOMO and LUMO = 6.8568 eV
Energy relative to the best compared isomer or geometry (same formula, charge and spin) = 201.4 kcal/mol

ORCA input file:
```
! RIJCOSX wB97M-V def2-TZVPD def2/J DEFGRID3
* xyz 0 1
Rb -3.78810 -1.77406 -2.65766
C -1.62562 -0.57132 -1.56315
O -2.34440 -1.73940 -1.20246
H -2.32386 0.26568 -1.56436
H -0.78586 -0.33139 -0.91095
H -1.19507 -0.45948 -2.55825
C -0.46647 2.09317 -0.53140
C 0.56677 0.99235 -0.93822
C 1.75868 1.28443 -1.79578
O 2.86329 0.93760 -1.01941
C 2.46514 0.57185 0.25214
O 3.12180 0.48863 1.23465
O 1.14067 0.54786 0.22009
H -0.59727 2.61503 -1.47937
H -0.24566 2.74456 0.31420
H -1.44679 1.71771 -0.23796
H -0.01188 0.20610 -1.42310
H 1.85611 2.31275 -2.14388
H 1.77414 0.75689 -2.74950
C 1.25023 -1.72037 2.30961
C 0.38862 -0.90853 1.36960
C -0.82302 -1.50186 0.89394
O -1.83294 -0.53242 1.12040
C -1.33018 0.51741 1.69629
O -1.93807 1.57045 1.99395
O -0.06155 0.28569 1.87634
H 2.28214 -1.62633 1.97135
H 0.90360 -2.75360 2.32897
H 1.21156 -1.19274 3.26261
H 0.96343 -0.52081 0.52854
H -1.03354 -2.37296 1.51438
H -0.69589 -1.90288 -0.11161
*
```

***

# C9H15OP2

A structure of composition C9H15OP2 (ωB97M-V/def2-TZVPD, OMol25).

Gap between HOMO and LUMO (spin up / spin down) = 6.9012 / 6.9019 eV
Energy relative to the best compared isomer or geometry (same formula, charge and spin) = 58.3 kcal/mol

ORCA input file:
```
! RIJCOSX wB97M-V def2-TZVPD def2/J DEFGRID3
* xyz 1 1
C 4.13471 -0.23046 1.05374
C 3.41269 -0.60216 -0.11937
C 3.40264 0.47534 2.06791
C 2.04496 -0.37992 -0.20558
C 2.08870 0.81444 1.87568
C 1.38263 0.25880 0.78380
C -1.60442 -2.04407 0.07013
C -1.21244 -1.18066 -1.14895
C -1.16853 0.30988 -0.97565
O -1.96527 2.81583 2.23323
P -1.45176 0.68993 2.47196
P -0.32666 0.90424 0.61328
H 5.14811 -0.63447 1.15315
H 3.86635 -1.07709 -1.02609
H 3.95989 0.85745 2.91513
H 1.51497 -0.81692 -1.04726
H 1.66415 1.19205 2.86157
H -1.41246 -3.11636 -0.01976
H -2.72069 -2.08346 0.33826
H -0.88635 -1.82760 0.80879
H -0.27125 -1.52174 -1.54083
H -2.01968 -1.62932 -1.83824
H -2.20364 0.77971 -1.01793
H -0.64968 0.72032 -1.80785
H -2.27825 2.76175 1.22382
H -2.76126 0.57550 2.18138
H -2.48151 3.48452 2.75100
*
```

***

# C9H16Ag4Br8O3

A structure of composition C9H16Ag4Br8O3 (ωB97M-V/def2-TZVPD, OMol25).

Gap between HOMO and LUMO = 4.4555 eV
Energy relative to the best compared isomer or geometry (same formula, charge and spin) = 344.8 kcal/mol

ORCA input file:
```
! RIJCOSX wB97M-V def2-TZVPD def2/J DEFGRID3
* xyz 2 1
Ag 25.39396 -11.88965 -6.64915
Ag 22.76278 -12.87019 -8.01181
Ag 22.91246 -13.48804 -4.48162
Ag 24.42026 -11.12084 -3.98524
C 22.93165 -11.83101 -6.05560
O 23.76256 -11.61107 -6.91169
O 22.07119 -12.74465 -6.19555
O 23.10890 -11.30146 -4.98375
Br 22.09135 -15.09742 -8.82703
C 20.79597 -14.40019 -7.58909
C 19.43094 -14.33514 -8.26080
Br 18.01512 -13.75906 -6.89756
H 21.24639 -13.53454 -7.10343
H 20.71859 -15.22774 -6.88391
H 19.06197 -15.28255 -8.65370
H 19.49573 -13.54191 -9.00557
Br 17.83500 -10.70274 -6.26752
C 19.51337 -9.72404 -6.64482
C 20.45719 -10.87619 -7.00192
Br 19.88112 -11.86037 -8.61190
H 19.83274 -9.00077 -5.89449
H 19.44547 -9.30093 -7.64705
H 20.63324 -11.56650 -6.17696
H 21.43970 -10.50524 -7.29378
Br 21.75523 -7.84640 -8.04713
C 23.00697 -8.88520 -6.85977
C 23.69199 -8.08355 -5.81038
Br 24.56991 -6.50768 -6.57770
H 23.58718 -9.37765 -7.64013
H 22.54320 -9.78527 -6.45619
H 24.51660 -8.63877 -5.36333
H 22.95810 -7.68887 -5.10775
Br 20.94108 -7.95031 -4.36635
C 21.28395 -9.84294 -3.86003
C 21.15839 -9.93884 -2.36470
Br 22.05615 -11.57036 -1.75481
H 22.23764 -10.07281 -4.33514
H 20.58395 -10.46145 -4.42177
H 20.11934 -9.87171 -2.04224
H 21.67236 -9.09933 -1.89656
*
```

***

# C9H16BaNOPSe3Te

A structure of composition C9H16BaNOPSe3Te (ωB97M-V/def2-TZVPD, OMol25).

Gap between HOMO and LUMO = 6.0946 eV
Energy relative to the best compared isomer or geometry (same formula, charge and spin) = 0.0 kcal/mol

ORCA input file:
```
! RIJCOSX wB97M-V def2-TZVPD def2/J DEFGRID3
* xyz 0 1
Ba -1.47754 -0.96902 1.61950
Se -4.57127 -1.41966 2.43600
Se -3.36341 -2.87142 3.80904
Te -1.94933 -1.41516 5.28218
Se 0.28777 -1.55353 4.18727
O -3.42161 0.14907 -0.05777
C -3.50290 0.22835 -1.46109
C -2.11557 0.12909 -2.04591
C -1.88942 0.53845 -3.35496
C -0.62626 0.39829 -3.89318
C 0.38339 -0.14475 -3.11171
C 0.07354 -0.51556 -1.81950
N -1.14762 -0.38316 -1.28259
H -4.24142 -0.17669 0.34785
H -3.96530 1.16673 -1.77908
H -4.10889 -0.59124 -1.86112
H -2.69848 0.96174 -3.93637
H -0.42728 0.70962 -4.91046
H 1.38490 -0.27589 -3.49672
H 0.82800 -0.94527 -1.17216
C 3.29070 -0.51408 0.14100
P 1.99096 0.12746 1.27628
C 2.95135 0.14622 2.83429
C 2.05410 1.91294 0.83175
H 4.22263 0.03716 0.28186
H 2.98218 -0.41618 -0.90062
H 3.46928 -1.56964 0.34918
H 3.90348 0.65914 2.67946
H 3.13266 -0.87652 3.16495
H 2.37495 0.63818 3.61543
H 3.07317 2.29737 0.91156
H 1.40909 2.47987 1.50403
H 1.69415 2.05810 -0.18837
*
```

***

| no. | strongest force on any atom (eV/A) | E_tot (eV) |
| --- | --- | --- |
| 1 | 4.6 | -21899.3613 |
| 2 | 3.2 | -32882.0566 |
| 3 | 2.4 | -32884.3081 |
| 4 | 5.6 | -29100.6729 |
| 5 | 10.4 | -24553.9347 |
| 6 | 3.9 | -30191.6453 |
| 7 | 15.6 | -592039.1675 |
| 8 | 0.6 | -226447.9737 |